10
Properties=species:S:1:pos:R:3:mulliken_charge:R:1 method="wB97M-V/def2-TZVPD" relative_energy_kj_mol=271.9
Br 1.0882 1.5286 -2.1535 -0.6486
P 1.2120 -0.4076 2.3989 0.0425
N 0.5888 -0.4458 0.9684 -0.0707
C -1.1882 -0.1008 -0.5336 -1.2011
C 0.2035 -0.4946 -0.2318 -0.0101
H -1.7760 -0.5630 0.1755 0.4695
H -1.3618 -0.3825 -1.4639 0.3451
H 1.8921 0.9591 2.2356 0.1233
H -1.4524 0.8594 -0.3686 0.4305
H 0.7937 -0.9528 -1.0272 0.5197